1.
# C43H55BrI2N6O4RuSSi

A molecular structure, C43H55BrI2N6O4RuSSi in a non-equilibrium geometry (ωB97M-V/def2-TZVPD, the Open Molecules 2025 dataset).

Atoms and positions in Å:
Ru: 0.44590 -0.28937 2.36145
I: -5.13992 -3.25663 5.09035
C: -3.20965 -2.66298 4.67544
C: -2.74703 -1.44473 5.19866
C: -1.47705 -1.04553 4.88772
I: -0.77220 0.85234 5.28952
C: -0.58622 -1.87430 4.11041
O: 0.68487 -1.63923 4.06962
C: -1.16794 -3.00392 3.45739
C: -0.33962 -3.66444 2.40509
N: 0.29692 -2.66367 1.52431
C: 1.55587 -3.14230 0.96889
C: 2.47554 -2.03183 0.54992
C: 3.53095 -2.29635 -0.30936
C: 4.39428 -1.27674 -0.65345
C: 4.16759 -0.00413 -0.14845
C: 3.09929 0.18131 0.69865
N: 2.27976 -0.81869 1.06923
C: -2.43668 -3.40611 3.78055
H: -3.39256 -0.82868 5.80927
H: -0.94420 -4.37230 1.83650
H: 0.46401 -4.22077 2.89196
H: -0.35253 -2.40403 0.78325
H: 1.41386 -3.82907 0.12879
H: 2.07128 -3.70257 1.75276
H: 3.65826 -3.29580 -0.70589
H: 5.22303 -1.46438 -1.32397
H: 4.79857 0.83239 -0.41468
H: 2.87658 1.15448 1.11218
H: -2.86742 -4.26865 3.28967
N: -7.95129 1.45780 2.40073
C: -6.73536 0.94413 2.02107
C: -6.42843 0.77754 0.66637
C: -5.19861 0.28607 0.27904
C: -4.26112 -0.05616 1.24355
C: -4.54498 0.11602 2.59365
C: -5.77064 0.61345 2.98177
S: -2.74331 -0.73289 0.73338
O: -2.58894 -2.05778 1.29272
O: -2.67836 -0.60293 -0.69513
N: -1.56682 0.13188 1.47676
C: -1.37287 1.44483 1.14775
N: -2.25245 2.19881 0.49526
C: -1.87392 3.44616 0.25430
C: -0.64185 3.96747 0.64143
C: 0.19615 3.10531 1.31124
N: -0.15987 1.85147 1.57157
H: -8.68929 1.53046 1.72495
H: -8.22781 1.41601 3.36416
H: -7.16454 1.04401 -0.08286
H: -4.95375 0.16700 -0.76754
H: -3.79335 -0.12909 3.33517
H: -5.99536 0.75072 4.03312
H: -2.59084 4.06234 -0.27746
H: -0.35542 4.98561 0.42800
H: 1.17763 3.40963 1.65270
C: 3.09011 0.02527 5.13560
C: 2.90541 1.22841 4.26526
O: 2.16405 1.20262 3.28254
C: 3.64795 2.47569 4.58296
C: 3.58287 3.55330 3.70101
C: 4.26751 4.72327 3.97314
C: 5.02218 4.82741 5.13683
C: 5.09294 3.76122 6.02171
C: 4.41090 2.58624 5.74427
H: 2.54544 -0.82116 4.73584
H: 2.71761 0.23560 6.14102
H: 4.15300 -0.20805 5.22214
H: 2.99506 3.45602 2.80007
H: 4.21710 5.55517 3.28320
H: 5.55781 5.74277 5.35254
H: 5.68023 3.84360 6.92628
H: 4.47175 1.76127 6.44170
C: 0.42844 -3.21301 -3.24308
C: -0.27816 -2.19257 -4.15265
C: -1.77936 -2.29028 -3.83691
C: -0.05858 -2.61641 -5.61704
Si: 0.32229 -0.39879 -3.87511
Br: 0.36607 -0.20298 -1.59420
C: -0.90820 0.95546 -4.43504
C: -2.18849 0.98934 -3.58250
C: -1.31153 0.74535 -5.90593
C: -0.26385 2.34381 -4.29611
C: 2.12318 -0.08294 -4.44205
C: 2.99809 -1.31831 -4.18949
C: 2.16875 0.23093 -5.94926
C: 2.78215 1.07921 -3.68132
H: -0.05454 -4.18675 -3.37982
H: 0.34082 -2.94305 -2.18900
H: 1.48376 -3.33636 -3.47851
H: -2.08247 -3.34112 -3.89990
H: -2.38622 -1.73865 -4.55379
H: -2.02046 -1.92955 -2.83370
H: -0.46345 -3.62381 -5.76155
H: 0.99567 -2.64966 -5.89269
H: -0.56789 -1.95917 -6.32321
H: -2.82746 0.12421 -3.73465
H: -2.76521 1.87486 -3.87583
H: -1.98410 1.06151 -2.51503
H: -1.87220 -0.17927 -6.04634
H: -0.46172 0.73219 -6.58949
H: -1.96635 1.56791 -6.21349
H: 0.05460 2.54152 -3.26906
H: -1.00975 3.10010 -4.56316
H: 0.58991 2.48650 -4.95709
H: 2.72549 -2.16613 -4.81596
H: 2.95590 -1.63379 -3.14576
H: 4.03924 -1.06461 -4.42291
H: 1.70404 -0.54866 -6.55606
H: 3.21433 0.30998 -6.26620
H: 1.68629 1.17702 -6.19231
H: 2.86864 0.85831 -2.61740
H: 2.24958 2.02152 -3.78273
H: 3.79273 1.22626 -4.08121

Forces on atoms 1 to 3 (eV/Å):
Ru -0.3 -0.9 0.4
I -0.1 -0.1 0.0
C 0.2 0.1 -0.1

The spin multiplicity is 6. Its charge is +1. The value obtained for the energy above the lowest of the compared OMol25 structures with the same formula, charge and spin is 8.5 kcal per mole. As for the LUMO energy (spin up / spin down): -2.509 / -4.654 eV. As for the energy: -6252.8729 Ha.

=====

2.
# C27H56Br16N3O

9 unconnected molecules or ions with the total composition C27H56Br16N3O in a non-equilibrium geometry (ωB97M-V/def2-TZVPD, the Open Molecules 2025 dataset).

Atoms and positions in Å:
C: -4.92584 3.08433 3.74331
C: -4.66756 1.73107 2.99977
N: -3.68002 1.91772 1.93663
C: -2.55305 0.99139 1.95125
C: -1.24074 1.83416 1.96051
C: 0.09442 1.10158 1.62715
N: 0.62291 1.67632 0.38942
C: 1.88377 1.05007 -0.05351
C: 2.38924 -0.09437 0.83915
N: 1.33046 -1.07816 1.14356
C: 0.02852 -0.44180 1.61865
C: -0.34254 -1.08093 2.97846
C: -4.23434 2.16624 0.71197
C: -3.81416 1.56831 -0.60664
O: -5.08884 2.93328 0.67706
H: -4.26778 3.87245 3.37035
H: -5.96506 3.40540 3.66508
H: -4.69861 3.00529 4.81522
H: -4.40160 1.01368 3.77209
H: -5.62300 1.42494 2.56986
H: -2.58072 0.20877 1.18299
H: -2.55762 0.44286 2.89791
H: -1.17092 2.26627 2.96260
H: -1.38649 2.67168 1.27524
H: 0.80403 1.38912 2.41689
H: -0.08114 1.64574 -0.32746
H: 1.81205 0.74391 -1.10640
H: 2.65921 1.82476 -0.02813
H: 2.77156 0.31811 1.77676
H: 3.25487 -0.54198 0.34510
H: 1.16733 -1.59180 0.28397
H: 1.69477 -1.74454 1.82728
H: -0.71330 -0.76902 0.88290
H: 0.14043 -2.03585 3.16983
H: -0.22241 -0.39157 3.81862
H: -1.41503 -1.29624 2.93102
H: -3.92091 2.24224 -1.44617
H: -2.80194 1.15688 -0.57488
H: -4.47383 0.71318 -0.81247
Br: 4.89977 -0.63482 -3.84464
C: 6.51379 -0.03460 -2.93894
C: 6.19648 0.63241 -1.62909
Br: 5.51480 2.43752 -1.89570
H: 7.04088 0.61294 -3.63083
H: 7.09890 -0.93751 -2.77440
H: 7.09800 0.75464 -1.03340
H: 5.45345 0.09616 -1.04878
Br: 6.16377 -3.73381 -0.74244
C: 6.68802 -5.16895 -1.95997
C: 7.26673 -4.65903 -3.25302
Br: 5.93761 -4.01316 -4.51509
H: 5.81526 -5.79667 -2.09394
H: 7.44963 -5.72149 -1.41451
H: 7.76252 -5.47001 -3.78086
H: 7.96646 -3.84398 -3.10536
Br: 1.48789 -7.50115 -1.41351
C: 3.20076 -6.92111 -0.70054
C: 3.04975 -6.32631 0.67167
Br: 2.31919 -4.52151 0.58112
H: 3.62507 -6.22878 -1.41974
H: 3.81246 -7.81966 -0.66018
H: 4.01998 -6.21545 1.15188
H: 2.39434 -6.90066 1.31696
Br: -1.63097 0.29040 -6.81622
C: -0.40546 0.83997 -5.40877
C: 1.00089 0.45408 -5.74881
Br: 1.29773 -1.44870 -5.46993
H: -0.75954 0.39501 -4.48387
H: -0.50213 1.92324 -5.34859
H: 1.71061 0.95166 -5.09160
H: 1.26062 0.66642 -6.77750
Br: 2.59043 -2.84880 4.05838
C: 2.50290 -4.64546 4.80974
C: 1.10399 -4.99196 5.24276
Br: 0.64434 -4.11968 6.91868
H: 3.22396 -4.68171 5.61847
H: 2.82958 -5.30468 4.00790
H: 1.02084 -6.05734 5.44311
H: 0.34969 -4.70324 4.51878
Br: -6.63772 8.12524 5.08711
C: -6.82400 6.20144 5.31482
C: -6.58237 5.79085 6.74244
Br: -4.68266 5.79344 7.17090
H: -6.14049 5.73271 4.61548
H: -7.84735 5.97838 5.02172
H: -6.90870 4.76627 6.90560
H: -7.06873 6.44032 7.46149
Br: 2.80556 3.60433 -6.11272
C: 4.28525 3.30446 -7.34532
C: 3.89061 2.38610 -8.47132
Br: 3.82998 0.52808 -7.88787
H: 5.11336 2.92522 -6.75686
H: 4.53781 4.29041 -7.72777
H: 4.63652 2.41029 -9.26192
H: 2.91749 2.61760 -8.89006
Br: -8.27808 1.60147 1.88191
C: -8.19181 2.20716 0.03347
C: -8.88512 1.24597 -0.89172
Br: -7.79304 -0.33579 -1.21589
H: -7.14245 2.34808 -0.20273
H: -8.69207 3.17252 0.02834
H: -9.03073 1.69636 -1.87047
H: -9.83944 0.89857 -0.51157

Forces on atoms 1 to 3 (eV/Å):
C 0.2 -0.3 0.4
C -1.2 2.0 0.9
N 1.4 -3.0 0.3

The spin multiplicity is 1. Its charge is +1. The value obtained for the energy above the lowest of the compared OMol25 structures with the same formula, charge and spin is 12.8 kcal per mole. As for the LUMO energy: -2.591 eV. As for the energy: -42485.8680 Ha.

=====

3.
# H2INO3P

A gas-phase ion, H2INO3P (charge -1) in a non-equilibrium geometry (ωB97M-V/def2-TZVPD, the Open Molecules 2025 dataset).

Atoms and positions in Å:
N: 1.22159 0.91611 -0.17673
O: 0.17083 -0.52298 -2.03761
O: -1.26213 1.40777 -0.85270
O: -1.76997 -1.84225 2.48017
P: -0.19467 0.41531 -0.93639
I: -0.64533 -1.69317 0.81668
H: 0.98838 1.40317 0.73365
H: 1.49129 -0.08395 -0.02707

Forces on atoms 1 to 3 (eV/Å):
N -0.8 -0.8 0.9
O -0.4 0.6 1.0
O -0.5 0.1 -0.1

The spin multiplicity is 1. Its charge is -1. The value obtained for the energy above the lowest of the compared OMol25 structures with the same formula, charge and spin is 55.5 kcal per mole. As for the LUMO energy: 3.400 eV. As for the energy: -920.7944 Ha.

=====

4.
# C17H25BrO4

C17H25BrO4 in the gas phase in a non-equilibrium geometry (ωB97M-V/def2-TZVPD, the Open Molecules 2025 dataset).

Atoms and positions in Å:
C: -2.83623 -3.11950 3.38105
C: -1.95510 -2.02721 2.86688
O: -1.58661 -2.00337 1.73303
O: -1.59010 -1.10054 3.77186
C: -1.90150 0.25655 3.37636
C: -0.71559 0.92226 2.70578
C: -1.11619 2.25772 2.06205
C: -1.20052 2.18862 0.53619
C: 0.13046 2.58220 -0.10339
O: 1.23447 1.98510 0.56126
C: 1.55876 0.68607 0.08672
C: 2.71294 0.73908 -0.92807
C: 2.33279 0.61294 -2.42193
C: 1.02257 -0.05876 -2.77965
C: 0.78348 -1.43169 -2.73074
C: -0.44789 -1.97687 -3.09091
C: -1.48298 -1.15317 -3.52416
C: -1.25825 0.21656 -3.59744
C: -0.02620 0.75128 -3.22517
O: 3.76064 -0.16284 -0.52030
C: 3.48276 -1.50328 -0.71172
Br: 4.93883 -2.52068 0.10266
H: -2.23929 -3.88402 3.87015
H: -3.58672 -2.75060 4.07055
H: -3.30273 -3.58561 2.52293
H: -2.13236 0.78756 4.29359
H: -2.74177 0.25628 2.68617
H: -0.32715 0.24069 1.95794
H: 0.08913 1.06696 3.42160
H: -2.09515 2.55905 2.43667
H: -0.40795 3.02580 2.35686
H: -1.93524 2.92284 0.21332
H: -1.47277 1.19091 0.19511
H: 0.25966 3.65771 0.01407
H: 0.14347 2.38045 -1.17362
H: 0.67553 0.15064 -0.26286
H: 1.93458 0.14701 0.95417
H: 3.17518 1.70928 -0.79646
H: 3.14470 0.08741 -2.92391
H: 2.31249 1.60130 -2.86738
H: 1.55966 -2.11670 -2.42638
H: -0.60065 -3.04262 -3.03402
H: -2.42645 -1.58347 -3.81835
H: -2.05532 0.84807 -3.95945
H: 0.09974 1.82064 -3.31747
H: 3.50739 -1.78730 -1.75631
H: 2.58145 -1.84274 -0.20727

Forces on atoms 1 to 3 (eV/Å):
C -0.1 -0.2 0.1
C 0.1 -0.5 0.2
O 0.2 0.3 -1.0

The spin multiplicity is 1. As for the LUMO energy: 0.784 eV. As for the energy: -3537.7088 Ha. Its SMILES is CC(=O)OCCCCCOC[C@H](Cc1ccccc1)OCBr.

=====

5.
# C9H27N2O5P

3 unconnected molecules or ions with the total composition C9H27N2O5P in a non-equilibrium geometry (ωB97M-V/def2-TZVPD, the Open Molecules 2025 dataset).

Atoms and positions in Å:
N: 4.79044 -1.40230 0.68888
P: 3.73713 -0.48767 0.01440
O: 3.97317 1.08171 0.21141
O: 3.71520 -0.60664 -1.58674
C: 2.03167 -0.74601 0.59458
O: 1.09020 -0.56155 -0.44137
C: 0.06161 0.36312 -0.13636
C: -0.99547 -0.17043 0.87502
N: -0.93728 -1.59352 1.16333
H: 4.36491 -1.99907 1.38781
H: 4.73741 1.39571 -0.28543
H: 3.02337 -1.23103 -1.83283
H: 1.86116 -0.05451 1.42554
H: 1.97711 -1.76860 0.97623
H: 0.48649 1.28851 0.25531
H: -0.43253 0.62616 -1.07127
H: -1.98185 0.05801 0.46269
H: -0.89330 0.37696 1.81237
H: -0.62796 -2.13639 0.36682
H: -0.40311 -1.80666 1.98956
C: -2.99701 -2.97163 -2.83378
C: -1.51870 -3.30597 -2.71485
C: -1.21357 -4.70513 -3.22521
O: -1.08722 -3.16353 -1.36048
H: -3.59230 -3.66585 -2.23447
H: -3.19232 -1.96465 -2.46489
H: -3.33447 -3.03606 -3.86889
H: -0.93430 -2.57774 -3.27895
H: -1.75792 -5.44989 -2.63801
H: -0.14955 -4.92284 -3.13294
H: -1.50266 -4.81619 -4.27085
H: -1.58627 -3.79087 -0.82433
C: 0.01346 4.10856 3.28909
C: -0.19498 4.29516 1.79460
C: -1.12564 5.45963 1.49646
O: -0.69762 3.09184 1.20891
H: -0.93883 3.88930 3.78023
H: 0.68657 3.27256 3.48059
H: 0.43488 5.00503 3.74504
H: 0.76830 4.46675 1.31223
H: -2.11066 5.27973 1.93614
H: -1.25858 5.57753 0.42112
H: -0.73466 6.39265 1.90371
H: -1.55430 2.90580 1.60958

Forces on atoms 1 to 3 (eV/Å):
N -0.5 0.2 -0.1
P 0.5 -0.7 0.5
O -0.1 0.2 -0.3

The spin multiplicity is 1. As for the LUMO energy: 0.637 eV. As for the energy: -1186.1880 Ha. Its SMILES is N=P(O)(O)COCCN.CC(C)O.CC(C)O.

=====

6.
# C19H18As2CuF12N3O7

A molecular structure, C19H18As2CuF12N3O7 in a non-equilibrium geometry (ωB97M-V/def2-TZVPD, the Open Molecules 2025 dataset).

Atoms and positions in Å:
Cu: 29.02946 19.66839 32.35555
As: 30.28699 22.65527 30.16327
F: 30.60806 22.30086 28.47401
F: 30.06608 20.92599 30.53287
F: 29.98297 22.97127 31.83030
F: 30.58482 24.35536 29.90236
F: 28.59316 22.84571 29.82337
F: 31.98964 22.46251 30.41366
As: 32.87708 19.23031 32.78545
F: 31.18864 19.13186 32.28517
F: 32.39552 18.69769 34.37051
F: 34.54415 19.31699 33.34286
F: 33.36490 19.67963 31.18287
F: 32.67628 20.89660 33.14256
F: 33.10391 17.53916 32.39077
C: 28.15330 20.68038 35.13208
O: 29.16995 20.89077 34.22994
H: 27.60234 21.61387 35.38488
H: 27.41090 19.93349 34.77396
H: 28.51160 20.22650 36.08800
C: 31.21966 18.60148 26.03465
C: 31.25971 17.33020 26.59771
C: 30.51598 17.05939 27.72924
C: 29.85764 18.06914 28.40299
C: 29.95022 19.36036 27.91207
C: 30.56341 19.63117 26.70678
N: 29.07254 17.79409 29.59876
O: 28.94938 16.63875 29.96314
O: 28.63318 18.76076 30.19491
H: 31.65932 18.81346 25.06805
H: 31.69231 16.53390 26.00586
H: 30.44244 16.03240 28.06392
H: 29.50045 20.15882 28.48315
H: 30.58951 20.64116 26.32601
C: 23.19869 23.32885 29.44563
C: 22.43768 22.47709 30.26379
C: 23.13399 21.74522 31.20641
C: 24.52415 21.67451 31.16392
C: 25.25823 22.50820 30.35022
C: 24.57177 23.35603 29.48464
N: 25.15528 20.67834 32.03286
O: 26.36218 20.76425 32.09567
O: 24.49729 19.78545 32.53163
H: 22.64300 23.87033 28.68647
H: 21.37609 22.41671 30.07956
H: 22.59335 21.02433 31.80617
H: 26.33107 22.53768 30.51392
H: 25.17849 23.97526 28.83776
C: 31.04171 13.08610 33.16005
C: 29.68018 12.83504 33.29280
C: 28.79431 13.86434 33.54368
C: 29.25415 15.15491 33.75178
C: 30.62563 15.33321 33.85970
C: 31.52846 14.32192 33.57976
N: 28.35643 16.30268 33.89277
O: 27.16227 16.05010 33.94812
O: 28.87410 17.38782 33.88604
H: 31.73790 12.28093 32.95984
H: 29.32148 11.82102 33.16705
H: 27.74220 13.63479 33.65504
H: 30.98769 16.36060 33.86907
H: 32.59149 14.47532 33.69641

Forces on atoms 1 to 3 (eV/Å):
Cu 0.4 1.2 1.3
As 1.5 -0.2 1.4
F -0.6 0.0 -0.1

The spin multiplicity is 1. Its charge is -2. As for the LUMO energy: 3.670 eV. As for the energy: -8736.1924 Ha.

=====

Which of these has the highest energy?
H2INO3P